The molecule C23H22N4O, computed with ωB97M-V/def2-TZVPD.

Element x y z (Å)
C1 1.8497 1.6338 -4.8058
C2 2.2609 1.3147 -3.4023
C3 3.6087 0.9930 -3.1362
C4 4.0314 0.7053 -1.8719
C5 3.1207 0.7245 -0.7931
N1 3.5843 0.4489 0.4350
C6 2.7652 0.4782 1.4606
C7 3.3425 0.1812 2.7789
C8 4.4796 -0.6222 2.8546
C9 5.0435 -0.9275 4.0776
C10 4.4855 -0.4294 5.2443
C11 3.3661 0.3831 5.1784
C12 2.7957 0.6872 3.9560
C13 1.3859 0.7487 1.3068
C14 0.8748 1.0189 0.0606
C15 -0.5834 1.3091 -0.0993
O1 -1.0279 2.2285 -0.7560
N2 -1.3795 0.4530 0.5915
C16 -2.8182 0.5445 0.5644
C17 -3.4510 -0.6337 -0.1772
C18 -4.9750 -0.4906 -0.2432
N3 -5.5785 -1.6250 -0.8850
C19 -5.7047 -1.8279 -2.2311
C20 -6.2664 -3.0629 -2.3762
N4 -6.4802 -3.6213 -1.1566
C21 -6.0571 -2.7444 -0.2909
C22 1.7560 1.0399 -1.0522
C23 1.3576 1.3279 -2.3708
H1 0.7934 1.8837 -4.8547
H2 2.4263 2.4769 -5.1844
H3 2.0402 0.7823 -5.4587
H4 4.3103 0.9814 -3.9585
H5 5.0605 0.4629 -1.6578
H6 4.9036 -0.9984 1.9367
H7 5.9213 -1.5552 4.1245
H8 4.9249 -0.6679 6.2016
H9 2.9367 0.7853 6.0847
H10 1.9388 1.3441 3.9205
H11 0.7408 0.7415 2.1728
H12 -0.9675 -0.3399 1.0573
H13 -3.0551 1.4830 0.0565
H14 -3.2005 0.5890 1.5905
H15 -3.2007 -1.5689 0.3310
H16 -3.0462 -0.6824 -1.1901
H17 -5.2368 0.4151 -0.7981
H18 -5.3831 -0.4083 0.7686
H19 -5.4012 -1.0919 -2.9469
H20 -6.5314 -3.5827 -3.2746
H21 -6.0863 -2.8702 0.7735
H22 0.3259 1.5850 -2.5554

Values from the calculation:
Energy ... -1183.96204 Ha
SMILES ... Cc1ccc2nc(-c3ccccc3)cc(C(=O)NCCCn3ccnc3)c2c1
HOMO ... -8.4268 eV